Entry 1:
{
  "formula": "C34H25N6OS2Se2Tl",
  "method": "ωB97M-V/def2-TZVPD",
  "symbols": ["Tl", "C", "C", "N", "N", "C", "S", "S", "C", "C", "C", "C", "C", "C", "C", "C", "C", "C", "C", "C", "C", "O", "H", "H", "H", "H", "H", "H", "H", "H", "H", "H", "H", "H", "H", "H", "Se", "N", "C", "C", "C", "C", "C", "N", "C", "C", "N", "C", "C", "C", "C", "C", "N", "H", "H", "H", "H", "H", "H", "Se", "C", "C", "C", "C", "C", "C", "H", "H", "H", "H", "H"],
  "positions_angstrom": [[0.38390, 0.03601, -0.58608], [-1.48967, 3.71428, 1.58790], [-1.03150, 2.74152, 0.53032], [-0.26928, 1.75460, 0.85304], [0.13061, 1.59378, 2.15162], [0.30617, 0.38860, 2.55884], [-0.01188, -1.09247, 1.71160], [0.93995, 0.18178, 4.20601], [-0.14481, 1.36704, 5.10686], [-1.47054, 0.73517, 5.40284], [-2.48676, 0.72910, 4.45189], [-3.67367, 0.05525, 4.69485], [-3.86380, -0.61288, 5.89582], [-2.86446, -0.59265, 6.85817], [-1.67618, 0.07598, 6.61135], [-1.53747, 2.88872, -0.83370], [-1.85167, 4.18799, -1.27407], [-2.54146, 4.42799, -2.43710], [-2.98711, 3.34012, -3.19343], [-2.66748, 2.06082, -2.81643], [-1.90062, 1.77775, -1.65983], [-1.63385, 0.52309, -1.41538], [-1.63717, 3.18923, 2.52832], [-2.41389, 4.20390, 1.29794], [-0.71902, 4.47096, 1.75546], [-0.21832, 2.24194, 4.46637], [0.40016, 1.61466, 6.01575], [-2.34414, 1.24059, 3.50665], [-4.45038, 0.04045, 3.94096], [-4.78491, -1.14950, 6.08321], [-3.00822, -1.10646, 7.80039], [-0.88998, 0.07733, 7.35792], [-1.50985, 5.03056, -0.68429], [-2.75518, 5.44227, -2.74720], [-3.57281, 3.50773, -4.08930], [-2.99053, 1.21084, -3.40458], [5.39745, -6.42460, -0.77247], [3.79613, -6.11060, -1.43858], [3.44799, -4.90306, -1.07143], [2.18133, -4.28937, -1.41266], [1.18627, -4.96858, -2.11732], [-0.01442, -4.34094, -2.35887], [-0.18884, -3.04190, -1.89646], [0.76478, -2.37411, -1.26457], [1.94082, -2.96673, -1.00858], [2.95407, -2.22251, -0.24517], [2.68946, -0.95311, 0.07261], [3.51368, -0.28437, 0.85752], [4.67221, -0.84855, 1.38388], [5.00003, -2.13418, 1.01848], [4.13767, -2.84342, 0.17994], [4.41152, -4.19301, -0.26753], [5.51556, -4.84475, -0.00287], [1.37604, -5.97858, -2.45492], [-0.81241, -4.83660, -2.89304], [-1.12517, -2.51010, -2.03269], [3.23693, 0.74237, 1.07546], [5.29294, -0.27952, 2.06124], [5.90857, -2.60981, 1.36220], [1.78470, 1.39496, -2.34477], [0.60340, 1.19876, -3.85329], [0.29996, 2.31081, -4.62909], [-0.51384, 2.17448, -5.74496], [-1.03594, 0.93820, -6.09049], [-0.73803, -0.16942, -5.30947], [0.08714, -0.04325, -4.20374], [0.69365, 3.28098, -4.35564], [-0.75067, 3.04946, -6.33764], [-1.66867, 0.83735, -6.96275], [-1.14576, -1.14178, -5.56064], [0.33727, -0.91064, -3.61438]],
  "relative_energy_kj_mol": 31.15,
  "charge": 0,
  "e_tot_ev": -203708.57248,
  "largest_force_ev_per_a": 0.6,
  "homo_energy_ev": -7.33,
  "homo_lumo_gap_ev": 6.2
}

=====

Entry 2:
{
  "formula": "C34H26F10N5O4PtS",
  "method": "ωB97M-V/def2-TZVPD",
  "symbols": ["Pt", "C", "N", "C", "C", "N", "C", "C", "F", "C", "F", "C", "F", "C", "F", "C", "F", "C", "C", "N", "C", "C", "F", "C", "F", "C", "F", "C", "F", "C", "F", "H", "H", "H", "H", "H", "H", "H", "H", "H", "H", "H", "C", "C", "C", "C", "C", "C", "C", "S", "O", "O", "N", "C", "C", "O", "O", "H", "H", "H", "H", "H", "H", "H", "H", "H", "C", "C", "C", "C", "C", "C", "C", "C", "N", "H", "H", "H", "H", "H", "H"],
  "positions_angstrom": [[0.02488, -0.46936, -0.04112], [-1.63437, -3.30048, 0.23676], [-1.10611, -2.47818, -0.85016], [-2.17987, -1.99323, -1.70458], [-3.09992, -1.03482, -0.94724], [-2.31992, -0.28881, 0.02049], [-2.67171, 0.89916, 0.41171], [-1.51474, 1.66471, 1.06786], [0.12905, 1.52107, 2.79776], [-1.92501, 3.17071, 1.41686], [-0.71125, 3.91219, 1.37726], [-2.86443, 3.75384, 0.38216], [-2.90147, 5.06393, 0.24001], [-3.90782, 2.98775, -0.04666], [-4.98694, 3.53405, -0.62175], [-3.83831, 1.59656, 0.02884], [-4.92387, 0.92186, -0.40626], [-0.04895, -3.16186, -1.58859], [1.21638, -3.13179, -0.76312], [1.63451, -1.74412, -0.62762], [2.84611, -1.53178, -0.00251], [3.67276, -0.48984, -0.46870], [3.26908, 0.21666, -1.52654], [4.91452, -0.20479, 0.05394], [5.64925, 0.78643, -0.45763], [5.43229, -0.97900, 1.07600], [6.64799, -0.72955, 1.57142], [4.67913, -2.03288, 1.54515], [5.16175, -2.80645, 2.52517], [3.42663, -2.29743, 1.02105], [2.76369, -3.33004, 1.57333], [-2.12130, -4.20425, -0.15875], [-2.35350, -2.72375, 0.81586], [-0.83539, -3.59971, 0.91068], [-2.77045, -2.82921, -2.10768], [-1.71895, -1.46149, -2.53765], [-3.90380, -1.58092, -0.44475], [-3.56695, -0.37868, -1.68307], [0.13192, -2.61476, -2.51445], [-0.32876, -4.19664, -1.83031], [1.99829, -3.69775, -1.28537], [1.03532, -3.62981, 0.19205], [-2.97967, -6.50484, 4.03000], [-2.27971, -5.17080, 4.03387], [-0.89599, -5.07911, 3.93869], [-0.26667, -3.84516, 3.84685], [-1.03187, -2.69327, 3.86060], [-2.41211, -2.75677, 4.00869], [-3.02643, -3.99359, 4.09412], [-0.22186, -1.12629, 3.67105], [0.88465, -1.32105, 2.77629], [0.02794, -0.59986, 4.98373], [-1.42272, -0.27764, 2.87717], [-2.02701, 0.87426, 3.58934], [-1.12373, 1.10760, 2.46188], [-2.59814, 3.31588, 2.51028], [-0.48815, 1.54854, 0.15362], [-2.26693, -7.32800, 4.00620], [-3.62556, -6.58396, 3.15379], [-3.61144, -6.61796, 4.91307], [-0.29889, -5.98369, 3.92577], [0.80907, -3.76946, 3.73778], [-2.99387, -1.84488, 4.03440], [-4.10446, -4.05379, 4.19664], [-1.62571, 1.08881, 4.57250], [-3.09066, 1.00558, 3.45047], [2.26327, 2.47605, 0.33588], [1.98317, 3.27120, -0.77231], [1.51375, 2.72166, -1.99764], [1.17731, 3.52620, -3.05285], [1.29375, 4.92347, -2.95035], [1.75113, 5.48936, -1.75031], [2.09442, 4.68516, -0.69451], [0.93839, 5.75634, -4.05428], [0.66267, 6.42698, -4.95030], [2.55316, 2.92844, 1.27578], [2.12117, 1.39604, 0.33380], [1.38750, 1.65024, -2.06309], [0.80795, 3.10050, -3.97732], [1.81595, 6.56669, -1.66950], [2.43393, 5.12551, 0.23515]],
  "relative_energy_kj_mol": 261.79,
  "charge": -1,
  "e_tot_ev": -92570.51648,
  "largest_force_ev_per_a": 1.1,
  "homo_energy_ev": [-4.75, -5.25],
  "spin_multiplicity": 5,
  "s_squared": 6.09,
  "homo_lumo_gap_ev": [6.6, 6.5]
}

=====

Entry 3:
{
  "formula": "C34H26F3IN2O5PPt",
  "method": "ωB97M-V/def2-TZVPD",
  "symbols": ["Pt", "I", "C", "H", "H", "O", "P", "C", "C", "C", "C", "C", "C", "C", "C", "C", "C", "C", "C", "C", "C", "C", "C", "C", "C", "H", "H", "H", "H", "H", "H", "H", "H", "H", "H", "H", "H", "H", "H", "H", "F", "C", "F", "F", "O", "C", "O", "C", "C", "C", "C", "C", "C", "N", "O", "O", "H", "H", "H", "H", "N", "C", "C", "C", "C", "C", "C", "C", "H", "H", "H", "H", "H"],
  "positions_angstrom": [[0.37177, -3.50777, 1.59194], [-2.91134, -4.56119, 1.77325], [-0.77804, -5.12232, 1.88241], [-0.71218, -5.87190, 1.09502], [-0.72629, -5.60875, 2.85149], [-1.90991, -0.62528, -0.54064], [-1.35690, 0.69222, -0.13769], [0.18583, 1.06645, -1.00155], [0.76022, 0.04163, -1.74417], [1.94450, 0.25737, -2.43685], [2.55643, 1.49808, -2.38465], [1.99049, 2.52780, -1.63922], [0.80752, 2.31461, -0.95403], [-1.04327, 0.83491, 1.63139], [-0.74435, 2.05238, 2.24506], [-0.44125, 2.09037, 3.59494], [-0.43232, 0.91124, 4.33485], [-0.73866, -0.29851, 3.73161], [-1.04990, -0.33777, 2.37766], [-2.46373, 2.07101, -0.54585], [-3.43881, 2.47443, 0.36419], [-4.35602, 3.45540, 0.01641], [-4.31033, 4.03335, -1.24436], [-3.34904, 3.62820, -2.16017], [-2.42788, 2.65195, -1.81058], [0.28453, -0.92980, -1.75498], [2.39871, -0.55786, -2.98372], [3.48879, 1.66449, -2.91011], [2.47674, 3.49397, -1.58728], [0.36701, 3.12733, -0.38838], [-0.75113, 2.97274, 1.67281], [-0.20403, 3.03432, 4.07041], [-0.17671, 0.93864, 5.38688], [-0.71520, -1.21989, 4.29645], [-1.26974, -1.28185, 1.89472], [-3.47542, 2.02289, 1.34782], [-5.10737, 3.76681, 0.73088], [-5.02571, 4.80002, -1.51456], [-3.31105, 4.07621, -3.14503], [-1.67114, 2.34277, -2.52306], [1.78094, -2.63616, 3.92604], [0.91529, -3.61416, 3.51121], [-0.13076, -3.51928, 4.40553], [1.54244, -4.78009, 3.87602], [2.88737, -2.28312, -0.33725], [2.47078, -1.55249, 0.55118], [1.47706, -1.72782, 1.32948], [3.16858, -0.21964, 0.80382], [4.30890, 0.10465, 0.07860], [4.93116, 1.32897, 0.25291], [4.38220, 2.22052, 1.16033], [3.25720, 1.91720, 1.91049], [2.65975, 0.68174, 1.73408], [5.00833, 3.53867, 1.32212], [4.49971, 4.32430, 2.10071], [6.00687, 3.78479, 0.66953], [4.68168, -0.61969, -0.63344], [5.81450, 1.60703, -0.30237], [2.86459, 2.63890, 2.61144], [1.78995, 0.39846, 2.31022], [-0.28149, -3.39271, -0.36088], [-0.84267, -3.22962, -1.34239], [-1.56129, -3.00618, -2.56036], [-0.91878, -3.17796, -3.78316], [-1.61553, -2.93197, -4.95532], [-2.93878, -2.51827, -4.89857], [-3.57243, -2.34658, -3.67308], [-2.88849, -2.58890, -2.49576], [0.11665, -3.49211, -3.80396], [-1.12445, -3.05997, -5.91083], [-3.47988, -2.32261, -5.81574], [-4.60052, -2.01101, -3.63536], [-3.34366, -2.43358, -1.52852]],
  "relative_energy_kj_mol": 0.00,
  "charge": -1,
  "e_tot_ev": -77689.19520,
  "largest_force_ev_per_a": 0.3,
  "homo_energy_ev": -5.21,
  "homo_lumo_gap_ev": 7.0
}

=====

Among the records above, which one has the highest charge?
C34H25N6OS2Se2Tl

=====

The highest charge belongs to which entry?
C34H25N6OS2Se2Tl

=====

The highest charge belongs to which entry?
C34H25N6OS2Se2Tl

=====

What is the charge in the first record?
0